# C5H5F3O2

A single C5H5F3O2 molecule in a non-equilibrium geometry (wB97M-V/def2-TZVPD, the Open Molecules 2025 dataset).

The geometry in ORCA input format:
```
! wB97M-V def2-TZVPD RIJCOSX def2/J DEFGRID3
* xyz 0 1
C -0.90 -0.57 -0.81
C 0.29 -0.22 -0.43
O 1.32 -1.02 0.00
C 0.65 1.20 -0.11
C 1.75 1.45 1.11
O 1.44 2.05 2.07
C 1.52 1.84 -1.24
F 2.16 2.86 -0.75
F 0.83 2.25 -2.27
F 2.40 0.96 -1.78
H -1.21 -1.59 -0.96
H -1.73 0.05 -1.24
H 1.13 -1.84 -0.41
H -0.14 1.85 0.20
H 2.66 0.89 0.96
*
```

Strongest force on any atom ... 3.53 eV/Å
ΔE to the lowest compared entry with this formula, charge and spin ... 24.37 kJ/mol
Orbital gap ... 10.34 eV
Total energy ... -643.5561 hartree
SMILES string ... C=C(O)[C@@H](C=O)C(F)(F)F
HOMO energy ... -9.72 eV

Let us look at the Mulliken charges, expressed in e, one per atom: number 1, C, carries -0.972; number 2, C, carries 0.582; number 3, O, carries -0.449; number 4, C, carries -0.344; number 5, C, carries -0.105; number 6, O, carries -0.454; number 7, C, carries 0.809; number 8, F, carries -0.262; number 9, F, carries -0.284; number 10, F, carries -0.283; number 11, H, carries 0.263; number 12, H, carries 0.260; number 13, H, carries 0.326; number 14, H, carries 0.507; number 15, H, carries 0.404

=====

# C5H5FMgNaO4

A molecular structure, C5H5FMgNaO4 in a non-equilibrium geometry (wB97M-V/def2-TZVPD, the Open Molecules 2025 dataset).

The geometry in ORCA input format:
```
! wB97M-V def2-TZVPD RIJCOSX def2/J DEFGRID3
* xyz 2 2
H -0.83 -0.50 2.05
O -1.29 0.14 0.14
O -3.30 -0.64 0.42
O -3.00 1.36 -0.65
C -1.17 -0.92 1.10
C -2.43 -1.53 1.02
C -2.62 0.37 -0.11
H -2.87 -2.29 1.65
C 2.03 1.44 1.36
C 1.81 0.06 1.04
O 1.67 0.02 -0.34
Na 3.01 -1.69 -1.53
Mg 0.22 1.22 -0.82
F 1.00 2.22 0.80
H 2.36 1.86 2.31
H 0.70 -1.10 1.26
H 1.74 -0.37 2.06
*
```

Strongest force on any atom ... 6.00 eV/Å
ΔE to the lowest compared entry with this formula, charge and spin ... 299.92 kJ/mol
Orbital gap (spin up / spin down) ... 5.95 / 6.61 eV
Total energy ... -955.9264 hartree
HOMO energy (spin up / spin down) ... -15.03 / -15.67 eV

Let us look at the Mulliken charges, expressed in e, one per atom: number 1, H, carries 0.358; number 2, O, carries -0.216; number 3, O, carries -0.231; number 4, O, carries -0.427; number 5, C, carries -0.193; number 6, C, carries -0.323; number 7, C, carries 0.762; number 8, H, carries 0.390; number 9, C, carries -0.173; number 10, C, carries -0.050; number 11, O, carries -0.741; number 12, Na, carries 0.972; number 13, Mg, carries 1.179; number 14, F, carries -0.260; number 15, H, carries 0.404; number 16, H, carries 0.107; number 17, H, carries 0.440